# 1
53
Properties=species:S:1:pos:R:3:forces:R:3 method="wB97M-V/def2-TZVPD" de_lowest_kcal_mol=0.00 total_charge=+1 homo_energy_ev=-11.045 orbital_gap_ev=8.18
F 2.59350 3.30090 6.03588 0.0 0.0 0.0
C 3.78862 0.44298 0.12488 0.0 0.0 0.0
H -2.14648 -1.33800 -5.74160 0.0 0.0 0.0
H 2.68415 -0.11807 -2.20254 0.0 0.0 0.0
C 2.82416 -1.00169 -1.58504 0.0 0.0 0.0
C -1.76674 -1.75081 -4.81699 0.0 0.0 0.0
H 3.78056 -1.47020 -1.82630 0.0 0.0 0.0
H -3.78271 -1.77438 -1.45880 0.0 0.0 0.0
H -1.29318 -3.65742 -5.67711 0.0 0.0 0.0
N 2.79523 -0.62853 -0.15604 0.0 0.0 0.1
Se -0.48145 -1.50713 0.73468 0.0 0.0 0.0
C 3.09106 -1.83290 0.65814 0.0 0.0 0.0
H 2.98512 -1.61102 1.71888 0.0 0.0 0.0
H 0.03013 3.75745 5.82132 0.0 0.0 0.0
C -2.95215 0.08922 -0.75234 0.0 0.0 0.0
Al 1.12314 0.25253 0.54181 0.1 0.1 -0.1
H 4.11076 -2.16997 0.46055 0.0 0.0 0.0
C -0.79124 -2.81928 -2.43842 0.0 0.0 0.0
C -1.27193 -1.51597 -2.47826 0.0 0.0 0.0
C -4.52720 1.69568 0.07847 0.0 0.0 0.0
H 2.39045 -2.62120 0.39190 0.0 0.0 0.0
P -1.26682 -0.44643 -1.03481 0.0 0.0 0.0
C 0.48548 3.20787 5.01111 0.0 0.0 0.0
C -1.76301 -0.97856 -3.66977 0.0 0.0 0.0
C 0.34801 2.07489 2.91547 0.1 0.0 0.0
C -0.80189 -3.58856 -3.59436 0.0 0.0 0.0
C 1.83313 2.91075 5.01366 0.0 0.0 0.0
Se 0.06732 1.27270 -1.36731 0.0 0.0 0.0
H -6.10288 -1.12220 -0.95518 0.0 0.0 0.0
H 3.58998 1.25045 -0.58437 0.0 0.0 0.0
C 3.61400 0.94508 1.55006 0.0 0.0 0.0
F -0.37962 1.63912 1.83997 0.0 0.0 0.1
H -4.74011 2.66673 0.50403 0.0 0.0 0.0
H 4.11079 1.91183 1.63889 0.0 0.0 0.0
C -5.56086 0.81098 -0.19360 0.0 0.0 0.0
H -0.43764 -4.60660 -3.56537 0.0 0.0 0.0
H -6.58228 1.09532 0.02133 0.0 0.0 0.0
C -3.21698 1.33776 -0.19673 0.0 0.0 0.0
H 4.80158 0.07300 -0.05206 0.0 0.0 0.0
H -2.14187 0.03661 -3.70042 0.0 0.0 0.0
H 4.09849 0.27203 2.26139 0.0 0.0 0.0
F -1.56881 3.01409 3.86204 0.0 0.0 0.0
H -2.40848 2.02577 0.01496 0.0 0.0 0.0
C -3.98944 -0.80408 -1.02439 0.0 0.0 0.0
F 3.75011 1.92048 4.09428 0.0 0.0 0.0
H -0.42201 -3.23627 -1.51017 0.0 0.0 0.0
C -0.25900 2.76836 3.93335 0.0 0.0 0.0
C -5.29392 -0.43670 -0.74259 0.0 0.0 0.0
C -1.28594 -3.05521 -4.77847 0.0 0.0 0.0
N 2.17470 1.05801 1.79060 0.0 0.0 0.0
C 2.44028 2.19992 3.98975 0.0 0.0 0.0
H 2.01656 -1.70399 -1.79106 0.0 0.0 0.0
C 1.70730 1.76462 2.88665 0.0 0.0 0.0


# 2
26
Properties=species:S:1:pos:R:3:forces:R:3 method="wB97M-V/def2-TZVPD" de_lowest_kcal_mol=108.38 total_charge=+1 homo_energy_ev=-13.386 orbital_gap_ev=8.80
H -1.98251 2.47020 1.22967 1.3 -2.5 -1.1
C 1.74563 -1.33945 2.67612 -1.2 0.6 -2.3
H 0.07877 2.97948 -1.80579 -0.6 0.8 0.3
H -0.78632 -3.11848 1.66232 -1.5 -1.6 -0.6
C -0.89435 2.73825 -1.32988 1.1 0.6 -1.2
C -1.63834 1.45371 0.65174 0.8 3.9 0.8
O 0.68372 0.14877 -2.07275 0.8 1.3 1.3
C -0.05472 -2.40523 1.52967 0.6 1.5 -1.3
C 0.72989 -0.31505 0.71232 0.7 -0.9 -0.2
H 0.89224 -3.31936 3.06224 0.4 -0.8 1.4
H -2.50264 1.20582 0.12704 -1.2 -0.9 -1.2
H -1.45448 3.60159 -0.89547 0.7 -0.7 -0.4
C 1.64613 -0.27772 1.74763 0.1 1.0 1.0
H -1.27052 0.69006 1.26103 -0.1 -0.9 1.4
H -0.50846 -0.33146 -3.56570 -1.6 -0.2 -1.0
H -1.43245 2.32707 -2.24485 0.2 -0.3 1.7
H 1.13942 -0.97885 -4.07114 -0.1 1.3 0.4
C 0.90738 -2.42852 2.51483 0.4 1.4 -0.7
H -0.85326 -1.28389 -0.16663 -1.3 -0.7 -1.4
H 2.42324 -1.19967 3.43962 1.3 -0.2 1.6
C 0.33816 -0.88039 -3.31819 2.4 2.0 1.6
S 0.82825 1.02020 -0.46983 0.7 -3.6 -3.7
H 0.38666 -1.81061 -2.88497 -1.2 -2.1 1.2
N -0.49448 1.80932 -0.24956 -3.6 0.6 0.1
H 2.16110 0.69069 1.94279 0.0 -1.0 -0.2
C -0.08806 -1.44646 0.51776 0.8 1.3 2.3


# 3
33
Properties=species:S:1:pos:R:3:forces:R:3 method="wB97M-V/def2-TZVPD" de_lowest_kcal_mol=0.00 smiles="C1=C([SiH2][SiH2][C@H]2CCCCO2)CCC1" homo_energy_ev=-8.744 orbital_gap_ev=9.62
H 2.09784 0.87229 4.68125 0.0 0.0 0.0
H -1.85165 0.84072 -3.09639 0.0 -0.1 0.0
C 0.39056 -0.03012 -2.05338 0.2 -0.1 0.2
C -1.22703 -0.85756 -4.27924 0.1 0.3 0.2
H -1.89002 -0.59783 -5.10619 0.0 0.0 0.0
H 1.50811 1.45332 2.48667 0.0 0.1 -0.1
H -1.20515 -1.94466 -4.17929 -0.1 0.0 0.0
Si -0.83619 -0.16964 1.14858 1.6 -0.1 -0.1
C 0.65207 1.41993 3.16175 0.1 0.2 0.0
C 0.18854 -0.34125 -4.52941 0.0 -0.2 0.0
O -0.92920 -0.54460 -1.88875 -0.1 -0.1 0.2
H 0.08364 2.34214 3.01476 0.0 0.1 -0.1
H 0.61660 -0.53316 5.83592 0.0 0.0 0.1
C 1.04845 -0.62122 -3.29609 -0.1 0.1 0.0
H -2.74383 -0.66199 -2.73033 0.0 0.1 0.0
H -0.66271 0.67744 5.83786 0.0 0.0 0.1
Si 1.18447 -0.46729 -0.37183 -1.4 0.4 0.2
H -1.67204 -1.37162 1.21874 -0.1 -0.2 -0.1
C -0.23524 0.23468 2.87751 -0.1 -0.1 -0.5
H 1.69758 -1.83999 -0.46124 0.0 -0.3 0.1
C 0.10695 0.20818 5.21748 0.1 0.1 0.2
H 1.14861 -1.70105 -3.16633 0.1 -0.1 0.0
H 1.04054 2.18972 5.17711 0.1 0.0 0.0
H -1.15451 -1.27325 4.08537 -0.2 -0.2 -0.1
H -1.65880 0.95974 0.69306 0.0 0.2 -0.2
H 2.04535 -0.19480 -3.41786 0.1 0.0 0.0
H 0.32182 1.06261 -2.19103 0.1 0.0 0.1
H 0.15481 0.73621 -4.71249 0.0 0.0 -0.1
H 2.37109 0.38568 -0.19782 0.1 0.2 0.3
C -1.76314 -0.25296 -2.98181 -0.3 -0.1 -0.5
C 1.07615 1.24819 4.63170 0.0 0.0 0.0
H 0.61617 -0.82093 -5.41316 0.0 0.1 0.0
C -0.51985 -0.40693 4.00487 0.0 -0.2 0.0


# 4
10
Properties=species:S:1:pos:R:3:forces:R:3 method="wB97M-V/def2-TZVPD" de_lowest_kcal_mol=20.87 smiles="O=C([O-])C(O)(S)S" total_charge=-1 homo_energy_ev=-4.518 orbital_gap_ev=7.87
C 0.23908 -0.53232 0.94862 -2.0 -0.1 -0.8
O -1.44967 -0.59386 -1.03424 0.4 -0.3 2.2
H 0.35515 2.13578 0.36916 2.5 0.6 1.8
O -0.73132 -0.90554 1.60888 -0.6 -0.7 0.8
H 1.71807 -0.06222 -0.47696 1.4 -0.2 -0.2
C -0.24422 -0.07596 -0.49363 0.3 0.2 -1.0
S 1.08759 -0.40657 -1.62121 0.4 0.0 -0.7
O 1.42774 -0.38668 1.21495 0.9 0.2 0.4
H -1.83607 -0.87045 -0.16658 -0.3 -0.1 -0.5
S -0.56636 1.69781 -0.34900 -3.2 0.4 -2.0